No. 1
{
  "formula": "C36H44F5N7O6S",
  "method": "wB97M-V/def2-TZVPD",
  "fmax_ev_per_a": 4.5,
  "total_energy_ha": -3130.2015,
  "homo_energy_ev": -8.2,
  "homo_lumo_gap_ev": 8.0,
  "elements": ["C", "C", "O", "C", "O", "C", "S", "O", "O", "C", "F", "F", "C", "F", "F", "F", "C", "C", "O", "O", "H", "H", "H", "H", "H", "H", "H", "H", "H", "C", "C", "C", "N", "C", "H", "H", "H", "H", "H", "C", "C", "C", "N", "C", "H", "H", "H", "H", "H", "C", "C", "C", "N", "C", "H", "H", "H", "H", "H", "C", "C", "C", "N", "C", "H", "H", "H", "H", "H", "C", "C", "C", "N", "C", "H", "H", "H", "H", "H", "C", "C", "C", "N", "C", "H", "H", "H", "H", "H", "C", "C", "C", "N", "C", "H", "H", "H", "H", "H"],
  "coordinates": [[1.618, 3.475, -0.995], [0.588, 2.551, -1.676], [0.438, 1.447, -0.710], [-0.795, 0.899, -0.942], [-1.084, -0.211, -1.018], [-1.659, 2.192, -1.119], [-3.445, 2.016, -1.355], [-3.992, 1.644, -0.074], [-3.667, 0.940, -2.274], [-4.302, 3.584, -1.834], [-5.598, 3.299, -1.837], [-4.031, 3.958, -3.092], [-4.121, 4.797, -0.818], [-5.145, 4.858, -0.018], [-3.018, 4.736, -0.098], [-4.085, 5.936, -1.523], [-0.818, 3.139, -2.020], [-1.115, 3.221, -3.557], [0.021, 3.029, -4.372], [-0.058, 1.764, -4.972], [1.871, 4.342, -1.622], [1.335, 3.751, 0.033], [2.549, 2.887, -0.901], [1.156, 2.072, -2.488], [-1.570, 2.652, -0.115], [-0.815, 4.173, -1.642], [-1.948, 2.555, -3.847], [-1.481, 4.244, -3.756], [-0.305, 1.141, -4.265], [2.790, -1.664, 2.562], [4.035, -0.981, 2.582], [3.946, 0.052, 1.686], [2.700, 0.017, 1.124], [1.987, -1.022, 1.656], [2.515, -2.526, 3.148], [4.895, -1.223, 3.186], [4.661, 0.807, 1.399], [2.358, 0.656, 0.428], [0.974, -1.216, 1.344], [4.196, -5.032, 6.437], [5.352, -4.781, 5.651], [4.967, -4.815, 4.337], [3.625, -5.080, 4.298], [3.147, -5.208, 5.574], [4.141, -5.076, 7.513], [6.351, -4.597, 6.010], [5.529, -4.675, 3.429], [3.075, -5.166, 3.462], [2.105, -5.415, 5.757], [8.439, 3.144, 1.729], [7.492, 3.629, 2.670], [6.731, 2.562, 3.070], [7.179, 1.453, 2.404], [8.223, 1.799, 1.589], [9.193, 3.718, 1.216], [7.382, 4.644, 3.015], [5.912, 2.495, 3.767], [6.800, 0.527, 2.500], [8.718, 1.060, 0.981], [-3.068, -5.238, -0.420], [-3.713, -4.446, 0.567], [-3.299, -3.153, 0.384], [-2.428, -3.134, -0.670], [-2.285, -4.398, -1.169], [-3.167, -6.301, -0.565], [-4.401, -4.787, 1.323], [-3.548, -2.247, 0.911], [-1.966, -2.314, -1.023], [-1.640, -4.592, -2.010], [-3.298, 7.461, -6.468], [-4.272, 6.437, -6.610], [-4.643, 6.053, -5.350], [-3.930, 6.797, -4.449], [-3.111, 7.663, -5.125], [-2.793, 7.989, -7.260], [-4.655, 6.031, -7.532], [-5.352, 5.315, -5.013], [-4.003, 6.716, -3.453], [-2.467, 8.344, -4.594], [-1.930, -11.033, -2.243], [-2.848, -10.300, -3.040], [-3.364, -9.302, -2.257], [-2.797, -9.407, -1.014], [-1.919, -10.456, -1.001], [-1.345, -11.885, -2.546], [-3.100, -10.484, -4.072], [-4.084, -8.530, -2.473], [-2.995, -8.806, -0.234], [-1.365, -10.701, -0.110], [-1.273, 1.919, 4.780], [-0.116, 2.175, 3.998], [-0.494, 2.121, 2.683], [-1.835, 1.839, 2.640], [-2.316, 1.719, 3.914], [-1.333, 1.887, 5.855], [0.879, 2.375, 4.360], [0.074, 2.257, 1.776], [-2.382, 1.734, 1.802], [-3.356, 1.501, 4.093]]
}

---

No. 2
{
  "formula": "C22H26N4O3",
  "method": "wB97M-V/def2-TZVPD",
  "fmax_ev_per_a": 0.7,
  "total_energy_ha": -1298.7102,
  "homo_energy_ev": -7.8,
  "homo_lumo_gap_ev": 8.5,
  "elements": ["C", "C", "C", "C", "O", "C", "C", "C", "C", "C", "O", "N", "C", "C", "C", "C", "N", "C", "C", "C", "C", "C", "C", "C", "O", "N", "N", "C", "C", "H", "H", "H", "H", "H", "H", "H", "H", "H", "H", "H", "H", "H", "H", "H", "H", "H", "H", "H", "H", "H", "H", "H", "H", "H", "H"],
  "coordinates": [[5.337, -1.849, 1.333], [5.911, -2.733, 0.229], [7.017, -1.998, -0.525], [4.829, -3.203, -0.760], [4.284, -2.147, -1.525], [3.168, -1.480, -1.143], [2.320, -1.817, -0.091], [1.201, -1.049, 0.177], [0.895, 0.066, -0.594], [-0.305, 0.914, -0.361], [-0.845, 1.546, -1.251], [-0.754, 0.926, 0.917], [-1.914, 1.666, 1.333], [-3.125, 0.711, 1.503], [-3.501, 0.151, 0.175], [-2.941, -0.921, -0.457], [-3.486, -1.071, -1.701], [-4.397, -0.078, -1.911], [-5.199, 0.195, -3.011], [-6.047, 1.278, -2.930], [-6.101, 2.074, -1.782], [-5.308, 1.808, -0.688], [-4.439, 0.719, -0.741], [-1.609, 2.327, 2.669], [-0.777, 1.895, 3.446], [-2.366, 3.407, 2.946], [-2.341, 4.037, 4.207], [1.729, 0.383, -1.666], [2.849, -0.369, -1.932], [6.129, -1.548, 2.015], [4.891, -0.950, 0.913], [4.580, -2.379, 1.906], [6.329, -3.638, 0.685], [7.468, -2.647, -1.272], [6.607, -1.127, -1.029], [7.792, -1.670, 0.163], [5.292, -3.867, -1.498], [4.051, -3.768, -0.237], [2.515, -2.676, 0.530], [0.555, -1.350, 0.989], [-0.205, 0.536, 1.670], [-2.140, 2.404, 0.555], [-3.964, 1.261, 1.932], [-2.840, -0.085, 2.193], [-2.190, -1.602, -0.104], [-3.203, -1.756, -2.380], [-5.156, -0.419, -3.898], [-6.683, 1.522, -3.768], [-6.779, 2.914, -1.760], [-5.362, 2.429, 0.194], [-3.100, 3.719, 2.328], [-1.705, 4.836, 4.177], [-1.942, 3.363, 4.862], [1.476, 1.235, -2.278], [3.503, -0.124, -2.754]]
}